(1)
{
  "formula": "C11H8BrNO2",
  "method": "ωB97M-V with the def2-TZVPD basis set",
  "elements": ["C", "C", "C", "H", "C", "O", "H", "H", "H", "C", "C", "H", "H", "N", "C", "H", "H", "Br", "C", "C", "C", "C", "O"],
  "xyz": [[-0.739294, 1.636990, -2.487855], [0.209801, -1.802456, 0.783010], [-2.538086, -1.641123, -1.464658], [-1.907700, 1.429396, 1.174453], [-0.265470, 0.304555, 1.843607], [-2.657362, -0.439184, -0.860759], [-1.141722, -3.000601, -1.515210], [1.279182, -0.976947, 2.413343], [-1.598340, 2.221939, -2.541626], [-1.702637, -0.297877, 0.084471], [0.384434, 1.629847, -1.655939], [0.771723, 2.334203, -0.893420], [-0.080089, 1.116328, 2.658929], [-1.401291, -2.165937, -1.053242], [0.522355, -0.903499, 1.750469], [2.138713, 0.131195, -1.660222], [0.851163, -2.657940, 0.773041], [0.606459, -1.829530, -3.847925], [-0.901680, -1.416448, -0.003384], [0.339387, -0.220290, -2.905268], [1.158712, 0.469614, -2.041263], [-1.335925, 0.620879, 1.092914], [-0.786977, 0.465613, -3.205109]],
  "atomic_forces_ev_per_a": [[2.48, -1.50, 1.84], [-0.57, 1.43, 0.39], [-1.15, 0.13, -2.15], [-1.92, 3.54, 0.83], [1.57, 1.16, 2.83], [-0.98, 0.66, 0.62], [0.79, -0.83, 0.24], [2.44, -0.64, 1.93], [-1.09, 0.88, -0.13], [2.43, -1.27, 1.29], [0.01, 0.19, -1.23], [-0.80, -0.30, -0.85], [0.20, -1.85, -1.34], [-1.48, 0.83, 0.45], [-3.22, 2.95, -1.29], [-0.90, 0.31, -0.30], [-0.31, -0.76, -0.87], [-0.05, 0.46, 0.28], [2.13, -2.11, -0.20], [0.76, 0.53, -0.08], [-0.86, -0.81, 0.04], [-0.08, -3.33, -2.60], [0.61, 0.33, 0.30]],
  "mulliken_charge": [-0.732, -1.144, -0.631, 0.620, -0.358, -0.212, 0.150, 0.586, 0.466, 0.876, -0.056, 0.389, 0.214, 0.395, -0.518, 0.453, 0.409, -0.145, 0.677, 0.160, -0.271, -1.055, -0.274],
  "homo_lumo_gap_ev": 9.3
}

---

(2)
{
  "formula": "H20O10",
  "method": "ωB97M-V with the def2-TZVPD basis set",
  "elements": ["O", "H", "O", "H", "H", "H", "O", "H", "H", "O", "H", "O", "H", "O", "O", "H", "O", "O", "O", "H", "H", "H", "H", "H", "H", "H", "H", "H", "H", "H"],
  "xyz": [[-1.555181, -1.979296, -3.741625], [2.831688, 2.181190, 2.550978], [-3.648592, -0.989802, -0.238849], [-3.570101, -0.972706, -1.263595], [0.368042, 0.303735, 0.362324], [-0.757951, 0.154476, 4.717977], [3.713922, -1.552203, 0.220752], [-0.516543, 4.261398, 0.622992], [-3.145388, -0.293830, 0.151984], [-1.375412, 4.019790, 0.840636], [0.788616, -0.012793, 4.247995], [-0.118211, -0.025086, 3.955022], [-4.199047, -3.308092, -1.184315], [-3.890447, -2.546677, -0.586663], [3.246770, -0.983726, -2.557699], [-0.955518, -2.723095, -3.913090], [2.787592, 3.132048, 2.743012], [-0.888981, 1.840127, -0.376231], [0.318368, -0.638985, -0.012004], [4.418500, -1.685798, -0.531009], [4.346040, -1.615288, 0.936058], [-1.629934, 4.538802, 1.597554], [0.280504, -0.681933, -0.955639], [2.347197, -0.831711, -2.347133], [3.451960, -1.794260, -1.990983], [3.267391, 3.399843, 1.982603], [-2.958119, -2.732478, -0.481191], [-1.539012, 1.218834, -0.661566], [-0.209376, 1.794171, -1.159438], [-1.208775, -1.476657, -2.928857]],
  "atomic_forces_ev_per_a": [[0.72, 1.02, 1.67], [-0.46, 0.03, 0.68], [1.87, 11.47, -0.23], [-0.07, 0.97, 3.18], [-0.42, -1.93, -1.48], [1.90, -0.36, -1.49], [2.56, -0.56, -2.42], [2.39, 0.64, -0.50], [0.92, 2.40, 0.50], [-2.60, -0.54, 0.48], [0.12, 0.11, 0.64], [-2.01, 0.26, 0.85], [0.33, -0.13, 0.82], [-3.14, -14.35, -4.41], [1.80, -2.11, 0.66], [-0.12, 0.43, 0.33], [-0.31, -1.27, 0.37], [3.07, 0.39, -2.41], [0.31, 0.86, 2.09], [-2.11, 0.63, 1.88], [-0.14, -0.03, 0.91], [0.02, 0.36, 0.36], [0.05, 0.69, -0.60], [-1.37, 0.40, 0.38], [-0.62, 1.66, -1.39], [0.77, 1.25, -1.07], [0.11, -0.39, 0.12], [-0.99, -0.75, -0.16], [-1.93, 0.31, 2.16], [-0.62, -1.47, -1.96]],
  "mulliken_charge": [-0.633, 0.301, -0.526, 0.341, 0.368, 0.316, -0.567, 0.274, 0.223, -0.539, 0.308, -0.620, 0.224, -0.563, -0.621, 0.326, -0.610, -0.646, -0.583, 0.303, 0.277, 0.277, 0.222, 0.283, 0.339, 0.307, 0.335, 0.258, 0.320, 0.306],
  "homo_lumo_gap_ev": 8.2
}

---

Largest force on an atom values (in eV Å⁻¹) by entry order: 4.5 15.3.
Energy above the lowest of the compared OMol25 structures with the same formula, charge and spin values (in eV) by entry order: 1.341 9.747.
E_tot values (in eV) by entry order: -87160.7118 -20792.8651.